# C46H50FeN7OP3STe

A structure of composition C46H50FeN7OP3STe in a non-equilibrium geometry (ωB97M-V/def2-TZVPD, OMol25).

The calculation puts the lowest unoccupied orbital energy (spin up / spin down) at 0.08 / 0.08 eV. The value obtained for the max |F| is 2.12 eV/A. As for the electronic energy: -141375.0071 eV. As for the HOMO energy (spin up / spin down): -6.03 / -6.03 eV. The spin multiplicity is 1.

Geometry (Å):
1 Fe -0.775 0.800 -0.357
2 C -4.452 -1.608 2.773
3 N -3.162 -1.775 2.117
4 C -2.168 -2.499 2.882
5 C -2.754 -0.945 1.102
6 N -1.562 -0.533 0.941
7 N -3.769 -0.646 0.202
8 C -3.729 0.189 -0.896
9 N -4.873 0.116 -1.665
10 N -2.719 0.907 -1.187
11 H -5.052 -2.520 2.705
12 H -5.006 -0.779 2.339
13 H -4.300 -1.386 3.833
14 H -2.629 -3.408 3.268
15 H -1.779 -1.919 3.727
16 H -1.339 -2.787 2.239
17 H -0.962 -0.780 1.722
18 H -4.554 -1.272 0.245
19 H -5.715 -0.228 -1.235
20 H -5.024 0.889 -2.289
21 H -2.856 1.458 -2.027
22 S -0.504 4.816 -1.911
23 C 0.748 3.996 -2.751
24 C 0.859 2.691 -2.370
25 C -0.079 2.280 -1.372
26 C -0.860 3.354 -1.007
27 C -1.768 3.322 0.103
28 C -2.769 4.278 0.331
29 C -3.634 4.121 1.389
30 C -3.459 3.034 2.241
31 C -2.421 2.162 1.982
32 N -1.590 2.267 0.945
33 H 1.315 4.531 -3.500
34 H 1.618 2.039 -2.792
35 H -2.865 5.110 -0.356
36 H -4.439 4.826 1.557
37 H -4.105 2.882 3.095
38 H -2.224 1.335 2.656
39 Te 2.841 -1.766 -2.262
40 C 2.598 -3.844 -1.811
41 C 3.038 -4.347 -0.590
42 C 2.759 -5.664 -0.261
43 N 2.075 -6.496 -1.050
44 C 1.682 -6.017 -2.228
45 C 1.931 -4.719 -2.657
46 C 1.288 -1.181 -0.953
47 P -0.369 -1.088 -1.611
48 C -0.371 -1.168 -3.440
49 C -0.255 0.033 -4.137
50 C -0.177 0.047 -5.522
51 C -0.230 -1.144 -6.232
52 C -0.390 -2.342 -5.551
53 C -0.466 -2.355 -4.165
54 C -1.183 -2.679 -1.208
55 C -2.484 -2.904 -1.674
56 C -3.180 -4.049 -1.312
57 C -2.591 -4.983 -0.467
58 C -1.305 -4.763 0.006
59 C -0.611 -3.613 -0.356
60 P 1.415 0.258 0.125
61 C 1.359 -0.413 1.861
62 C 1.031 0.493 2.878
63 C 0.912 0.065 4.195
64 C 1.107 -1.276 4.513
65 C 1.419 -2.181 3.509
66 C 1.540 -1.752 2.190
67 C 3.187 0.730 0.107
68 C 4.147 -0.178 0.549
69 C 5.485 0.177 0.592
70 C 5.881 1.453 0.210
71 C 4.935 2.360 -0.243
72 C 3.595 1.996 -0.307
73 H 3.585 -3.717 0.101
74 H 3.097 -6.079 0.685
75 H 1.127 -6.706 -2.858
76 H 1.595 -4.390 -3.633
77 H -0.234 0.956 -3.575
78 H -0.074 0.990 -6.047
79 H -0.160 -1.136 -7.313
80 H -0.446 -3.274 -6.102
81 H -0.594 -3.292 -3.638
82 H -2.937 -2.176 -2.340
83 H -4.180 -4.220 -1.696
84 H -3.130 -5.881 -0.191
85 H -0.835 -5.496 0.652
86 H 0.400 -3.442 -0.004
87 H 0.864 1.531 2.602
88 H 0.658 0.774 4.977
89 H 1.009 -1.611 5.540
90 H 1.568 -3.227 3.754
91 H 1.759 -2.460 1.396
92 H 3.841 -1.165 0.871
93 H 6.224 -0.539 0.929
94 H 6.926 1.733 0.262
95 H 5.240 3.359 -0.537
96 H 2.851 2.693 -0.671
97 C 2.556 5.607 0.383
98 P 1.722 4.598 1.630
99 C 0.352 5.632 2.203
100 C 2.902 4.488 2.998
101 O 1.287 3.260 1.157
102 H 2.740 6.614 0.760
103 H 1.912 5.653 -0.496
104 H 3.500 5.134 0.109
105 H 0.699 6.592 2.588
106 H -0.196 5.091 2.976
107 H -0.313 5.790 1.351
108 H 3.248 5.465 3.339
109 H 3.745 3.895 2.638
110 H 2.432 3.950 3.822


# C24H20BiBrN6O2Se

A structure of composition C24H20BiBrN6O2Se (ωB97M-V/def2-TZVPD, OMol25).

The calculation puts the lowest unoccupied orbital energy at -6.41 eV. The charge is +2. The value obtained for the max |F| is 0.31 eV/A. As for the electronic energy: -179466.3293 eV. As for the HOMO energy: -14.40 eV. The spin multiplicity is 1.

Geometry (Å):
1 Bi -1.976 -0.025 -0.250
2 Br -5.041 1.741 0.717
3 C -4.596 0.419 1.992
4 C -5.362 0.198 3.124
5 C -4.921 -0.771 4.013
6 C -3.743 -1.467 3.760
7 C -3.066 -1.183 2.594
8 N -3.497 -0.261 1.728
9 C -1.745 -1.810 2.228
10 O -1.002 -2.227 3.089
11 O -1.418 -1.761 0.958
12 H -6.260 0.770 3.302
13 H -5.489 -0.974 4.911
14 H -3.357 -2.209 4.443
15 N -0.684 0.563 -3.483
16 C 0.134 -0.384 -2.860
17 C 1.120 -0.992 -3.641
18 C 1.909 -1.983 -3.105
19 C 1.705 -2.362 -1.781
20 C 0.712 -1.734 -1.075
21 N -0.067 -0.757 -1.588
22 C -1.086 1.820 -3.014
23 C -1.250 2.858 -3.934
24 C -1.676 4.084 -3.478
25 C -1.917 4.264 -2.116
26 C -1.726 3.191 -1.282
27 N -1.327 1.979 -1.717
28 H -0.568 0.552 -4.487
29 H 1.257 -0.669 -4.665
30 H 2.670 -2.459 -3.708
31 H 2.288 -3.142 -1.316
32 H 0.477 -2.033 -0.064
33 H -1.035 2.696 -4.981
34 H -1.814 4.903 -4.171
35 H -2.246 5.214 -1.724
36 H -1.895 3.280 -0.216
37 C 2.414 1.767 -0.061
38 N 2.200 0.601 0.782
39 C 1.084 0.282 1.447
40 Se -0.501 1.322 1.563
41 N 1.284 -0.857 2.116
42 C 2.566 -1.320 1.861
43 C 3.240 -2.463 2.278
44 C 4.530 -2.613 1.817
45 C 5.131 -1.661 0.973
46 C 4.460 -0.529 0.558
47 C 3.156 -0.382 1.020
48 H 1.478 2.308 -0.162
49 H 2.762 1.443 -1.040
50 H 3.163 2.417 0.389
51 H 0.563 -1.367 2.636
52 H 2.777 -3.186 2.935
53 H 5.102 -3.480 2.117
54 H 6.150 -1.818 0.649
55 H 4.929 0.205 -0.081


# C3H5N3

An isolated molecule of C3H5N3 (ωB97M-V/def2-TZVPD, OMol25).

The calculation puts the lowest unoccupied orbital energy at 1.16 eV. The value obtained for the max |F| is 0.50 eV/A. As for the electronic energy: -7661.9239 eV. As for the HOMO energy: -8.36 eV. The spin multiplicity is 1.

Geometry (Å):
1 N -1.997 -0.251 0.096
2 C -0.635 -0.005 -0.017
3 C 0.437 -0.921 0.174
4 C 1.560 -0.143 0.101
5 N 1.151 1.122 -0.173
6 N -0.202 1.222 -0.224
7 H -2.300 -1.148 -0.250
8 H -2.531 0.510 -0.302
9 H 0.387 -1.984 0.351
10 H 2.607 -0.398 0.186
11 H 1.603 1.960 0.147


# CHClS2

A cluster of 2 separate species, CHClS2 in total in a non-equilibrium geometry (ωB97M-V/def2-TZVPD, OMol25).

The calculation puts the lowest unoccupied orbital energy at -0.12 eV. The value obtained for the max |F| is 2.78 eV/A. As for the electronic energy: -35245.8911 eV. As for the HOMO energy: -9.65 eV. The spin multiplicity is 1.

Geometry (Å):
1 C -1.894 1.899 -1.308
2 S -3.340 1.381 -1.305
3 S -0.398 2.379 -1.103
4 Cl 0.684 -1.034 -0.434
5 H -0.133 -1.846 -0.798


# C4H3CrO6

A structure of composition C4H3CrO6 in a non-equilibrium geometry (ωB97M-V/def2-TZVPD, OMol25).

The calculation puts the lowest unoccupied orbital energy (spin up / spin down) at -6.02 / -6.04 eV. The charge is +1. The value obtained for the max |F| is 3.53 eV/A. As for the electronic energy: -44892.8434 eV. As for the HOMO energy (spin up / spin down): -12.30 / -12.30 eV. As for the expectation value of S²: 6.027. The spin multiplicity is 5.

Geometry (Å):
1 O 2.420 0.167 1.062
2 C 1.228 0.398 0.584
3 O -0.907 1.271 1.290
4 C -1.710 0.271 1.004
5 C 0.418 0.956 1.701
6 O -1.354 -0.936 1.155
7 O -2.857 0.535 0.541
8 H 0.413 0.279 2.569
9 H 0.868 1.911 2.016
10 Cr -3.061 -1.414 0.433
11 O 4.473 -0.544 0.758
12 C 3.427 -0.130 0.094
13 O 3.154 -0.278 -1.058
14 H 5.105 -0.968 0.159


# C2H9N3O

A cluster of 2 separate species, C2H9N3O in total in a non-equilibrium geometry (ωB97M-V/def2-TZVPD, OMol25).

The calculation puts the lowest unoccupied orbital energy (spin up / spin down) at 4.05 / 3.94 eV. The charge is -1. The value obtained for the max |F| is 3.87 eV/A. As for the electronic energy: -8735.8235 eV. As for the HOMO energy (spin up / spin down): 1.02 / -4.88 eV. As for the expectation value of S²: 0.750. The spin multiplicity is 2.

Geometry (Å):
1 C 0.101 -1.392 1.165
2 N 0.854 -0.191 0.831
3 C 0.478 0.856 0.025
4 N 1.472 1.744 -0.404
5 N -0.675 0.980 -0.551
6 H 0.377 -1.693 2.123
7 H -1.052 -1.203 1.144
8 H 0.207 -2.164 0.467
9 H 1.717 0.051 1.246
10 H 2.401 1.822 0.121
11 H 1.307 2.672 -0.867
12 H -1.008 1.532 -1.329
13 H -2.498 -1.405 -0.271
14 H -1.501 -0.759 -1.211
15 O -1.874 -1.671 -0.962